This record from OMol25 describes an isolated molecule of C17H14N4O2 at a distorted geometry. The level of theory is wB97M-V/def2-TZVPD.

Atoms and positions in Å:
N -1.543 -3.626 -3.389
C -1.397 -2.337 -2.877
N -0.206 -1.864 -2.584
C -0.105 -0.548 -2.176
C 1.220 -0.157 -1.570
O 2.068 0.540 -2.148
N 1.595 -0.615 -0.303
C 2.955 -0.403 0.385
C 2.592 0.014 1.765
C 3.359 0.713 2.699
C 2.812 1.131 3.857
C 1.363 1.021 4.102
O 0.823 1.682 5.179
C 0.532 0.412 3.141
C 1.196 -0.131 1.950
C 0.493 -0.628 0.751
C -1.279 0.204 -1.975
C -1.353 1.478 -1.311
C -2.664 2.002 -1.057
C -3.797 1.451 -1.591
C -3.744 0.240 -2.186
C -2.472 -0.447 -2.392
N -2.537 -1.708 -2.842
H -2.298 -3.629 -4.065
H -0.716 -4.088 -3.648
H 3.479 -1.439 0.251
H 3.544 0.421 -0.077
H 4.211 1.283 2.364
H 3.467 1.680 4.582
H 1.568 1.697 5.800
H -0.478 0.290 3.307
H -0.374 -0.030 0.540
H 0.302 -1.680 0.990
H -0.457 2.116 -1.045
H -2.743 3.024 -0.570
H -4.661 2.036 -1.467
H -4.758 -0.106 -2.388

HOMO level: -8.5 eV
Gap between HOMO and LUMO: 7.9 eV
LUMO level: -0.6 eV